1.
Below is C46H53CsF5IN4S4Sb as an isolated structure, with properties calculated with wB97M-V/def2-TZVPD.

```
115
Properties=species:S:1:pos:R:3:forces:R:3
Cs -1.044512 0.582595 -0.778593 -0.87 -0.18 0.79
C 4.193552 -2.246221 -0.258349 0.03 0.12 0.39
C 3.201904 -3.400568 -0.191549 -0.42 0.18 -0.01
S 1.482131 -2.808488 -0.082289 0.02 -0.12 -0.15
C 0.795410 -3.876513 1.207911 0.18 0.22 -0.15
C 1.412289 -3.724935 2.596714 -0.01 0.36 0.06
S 1.476001 -1.983028 3.144871 0.09 -0.14 0.04
C 3.217777 -1.808988 3.634761 -0.33 -0.11 -0.10
C 4.282721 -2.062286 2.573058 -0.03 0.28 -0.37
S 4.091786 -1.017529 1.086769 0.00 -0.13 0.06
H 5.213243 -2.635154 -0.302810 0.00 -0.01 -0.13
H 4.010182 -1.645115 -1.149925 0.04 -0.03 -0.04
H 3.294971 -4.001709 -1.098259 0.11 -0.04 0.03
H 3.395115 -4.051112 0.661096 0.07 -0.02 -0.02
H -0.254816 -3.581045 1.226314 -0.03 -0.12 -0.04
H 0.858551 -4.913697 0.874163 -0.15 -0.04 0.09
H 0.814311 -4.278332 3.322404 0.04 -0.11 -0.05
H 2.428960 -4.117533 2.628761 -0.02 -0.06 0.00
H 3.257290 -0.772073 3.970986 0.10 -0.01 0.08
H 3.402885 -2.462442 4.491175 0.09 0.10 0.06
H 5.259942 -1.842217 3.007407 0.01 -0.14 0.07
H 4.281606 -3.101692 2.248647 0.04 -0.03 0.10
C 0.919007 7.085346 0.576173 0.03 0.02 0.01
C 2.317583 7.383005 1.045257 -0.17 -0.02 -0.03
C 2.923371 8.594196 0.721175 0.14 -0.10 0.11
C 4.181055 8.930389 1.201660 -0.06 0.10 -0.08
C 4.856806 8.044695 2.024733 0.05 -0.07 0.10
C 4.283084 6.825801 2.343504 -0.09 0.02 -0.09
C 3.020408 6.475185 1.855658 0.18 0.17 0.05
N 2.451211 5.256045 2.253989 0.00 0.00 -0.04
C 2.116488 4.167912 1.396419 0.12 0.14 0.18
N 2.355894 4.415901 0.092935 0.06 0.23 0.06
C 2.073637 3.700232 -1.120577 -0.23 -0.37 -0.11
C 1.246858 2.567177 -1.136721 0.16 0.26 -0.10
C 1.128604 2.003864 -2.418685 0.34 0.30 0.14
C 1.741540 2.502272 -3.562652 -0.06 -0.16 -0.20
C 2.498666 3.657031 -3.479611 0.02 0.00 -0.01
C 2.676331 4.279143 -2.250215 0.07 0.12 -0.01
C 3.491749 5.552886 -2.180656 -0.06 -0.14 -0.02
N 1.696482 3.082235 1.907724 0.10 -0.44 -0.44
C 1.450284 2.912560 3.249011 -0.10 0.09 0.30
C 2.272877 2.066872 4.006467 0.07 -0.04 -0.06
C 1.985300 1.774643 5.330407 -0.07 0.04 0.01
C 0.860137 2.321811 5.929262 -0.05 0.00 0.08
C 0.047053 3.176392 5.193518 0.03 -0.01 0.03
C 0.325646 3.494531 3.871903 -0.02 0.06 -0.01
C -0.539311 4.446893 3.097580 -0.04 -0.05 0.07
H 0.356518 8.010464 0.446096 0.01 0.01 0.01
H 0.404992 6.454598 1.300945 -0.02 0.03 -0.10
H 0.910477 6.547239 -0.373258 -0.01 -0.03 0.01
H 2.381724 9.296136 0.098066 -0.02 -0.01 -0.01
H 4.622162 9.886486 0.948316 0.00 -0.01 -0.02
H 5.835908 8.292541 2.416023 0.00 0.02 -0.01
H 4.810362 6.122435 2.977659 0.00 -0.02 -0.03
H 2.772451 4.918128 3.148323 0.00 0.00 0.05
H 2.879511 5.260906 -0.053753 0.00 -0.02 0.03
H 0.511187 1.112914 -2.538916 0.39 0.14 -0.58
H 1.617513 2.005930 -4.521603 -0.03 0.00 0.01
H 2.949740 4.087881 -4.368682 0.03 0.00 0.01
H 3.888743 5.794948 -3.166891 0.01 0.02 0.00
H 4.342069 5.460070 -1.495538 0.02 0.06 -0.01
H 2.890095 6.408582 -1.852703 0.05 0.03 0.03
H 3.139602 1.634533 3.518074 -0.05 -0.01 -0.05
H 2.628545 1.108907 5.895240 0.02 0.00 -0.03
H 0.611964 2.085012 6.957057 0.00 0.00 -0.01
H -0.833312 3.610312 5.657301 0.00 -0.01 -0.01
H -1.485568 4.620223 3.607778 -0.08 -0.05 0.01
H -0.739238 4.053800 2.099899 -0.03 0.02 -0.04
H -0.035923 5.411971 2.985934 -0.06 -0.10 0.01
I -4.697428 3.704210 1.193889 0.00 -0.26 0.13
C -4.199239 2.106251 2.500442 0.14 0.56 -0.47
C -5.126001 1.691383 3.436147 -0.11 -0.36 0.38
C -4.723020 0.698444 4.321395 0.16 0.23 -0.31
C -3.423653 0.215016 4.231276 -0.19 -0.16 0.28
C -2.592607 0.704016 3.243034 0.10 0.20 -0.26
N -2.979263 1.642450 2.371898 0.04 -0.11 0.21
H -6.115002 2.121666 3.480961 0.00 0.00 -0.07
H -5.410087 0.318110 5.065356 0.00 0.01 0.04
H -3.065016 -0.527574 4.931374 0.04 -0.05 -0.08
H -1.568750 0.365520 3.134014 -0.02 -0.10 0.05
C 0.570278 -3.991748 -5.066552 0.14 0.04 0.07
C 0.709507 -2.686367 -4.285613 -0.24 -0.13 -0.19
Sb -1.114173 -1.452781 -3.838428 0.25 -0.11 -0.30
C -1.310598 -0.606976 -5.856355 0.09 -0.07 0.16
C -0.517197 -1.232795 -6.997269 -0.04 0.03 0.00
C -2.578746 -3.052090 -4.014629 0.10 0.11 0.03
C -3.113831 -3.364980 -5.404398 0.03 -0.03 0.02
H 1.542315 -4.479138 -5.228096 -0.05 -0.06 0.00
H 0.125024 -3.830050 -6.048761 -0.01 -0.04 0.00
H -0.063429 -4.698414 -4.525879 -0.02 -0.01 -0.04
H 1.408431 -2.008282 -4.788538 -0.01 0.02 0.04
H 1.125821 -2.894337 -3.295075 -0.01 0.04 0.01
H -1.035509 0.444952 -5.749330 -0.09 0.01 0.06
H -2.378124 -0.632617 -6.073793 -0.02 0.06 0.06
H 0.557148 -1.211503 -6.800821 0.00 -0.07 -0.03
H -0.690315 -0.693315 -7.936720 0.03 0.02 0.01
H -0.809455 -2.269421 -7.169247 0.04 0.00 0.00
H -3.394384 -2.725933 -3.368983 -0.01 -0.02 0.03
H -2.132650 -3.938928 -3.559740 0.03 0.04 0.04
H -3.612799 -2.495683 -5.833579 0.01 0.00 -0.02
H -3.853133 -4.172924 -5.353709 0.00 0.00 -0.05
H -2.320930 -3.683340 -6.086480 -0.02 0.01 -0.01
S -4.698459 -0.029979 -3.997658 -0.50 -0.09 -0.21
C -3.265161 0.415634 -3.493115 0.41 0.12 0.19
F -4.743877 -0.660899 0.421817 -0.11 0.03 0.08
C -4.324612 -1.921350 0.074127 0.50 0.14 -0.15
C -3.018965 -2.106927 -0.335470 -0.42 -0.59 0.27
C -2.744942 -3.428835 -0.612882 0.07 0.54 0.08
F -1.478008 -3.773243 -1.029477 0.06 -0.18 0.00
C -3.634159 -4.483510 -0.507050 0.04 -0.01 -0.03
F -3.276759 -5.764093 -0.770036 0.00 -0.07 -0.03
C -4.929666 -4.217646 -0.109049 0.09 0.09 0.00
F -5.829928 -5.216205 0.006377 -0.08 -0.08 0.00
C -5.284025 -2.913278 0.181756 -0.03 0.07 0.02
F -6.554741 -2.656444 0.575653 -0.04 -0.01 0.03
```
Forces are in eV/Å.

E = -4653.6431 a.u.
Charge = -2
HOMO (alpha / beta) = 0.01991 / -0.06496 Ha
Spin multiplicity = 2
Frontier orbital gap (alpha / beta) = 2.73 / 5.04 eV
Relative energy (zero: lowest compared OMol25 entry of this formula, charge and spin) = 0.2784 eV
<S²> = 0.756

Atom charges from the Löwdin analysis, given in e for atoms 1 to 99: 0.664, -0.546, -0.527, 0.840, -0.537, -0.524, 0.831, -0.555, -0.534, 0.839, 0.067, 0.072, 0.071, 0.052, 0.061, 0.081, 0.065, 0.054, 0.038, 0.070, 0.063, 0.049, -0.022, -0.215, -0.055, -0.108, -0.108, -0.025, -0.222, 0.122, -0.364, 0.126, -0.252, -0.166, -0.293, -0.126, -0.104, -0.250, -0.066, 0.170, -0.262, -0.036, -0.120, -0.122, -0.068, -0.215, -0.043, 0.080, 0.060, 0.083, 0.108, 0.092, 0.094, 0.110, 0.134, 0.076, -0.090, 0.087, 0.089, 0.066, 0.078, 0.065, 0.101, 0.090, 0.085, 0.103, 0.072, 0.085, 0.057, 0.808, -0.784, -0.142, -0.070, -0.062, -0.121, 0.035, 0.086, 0.102, 0.102, 0.113, -0.216, -0.448, 1.270, -0.440, -0.209, -0.442, -0.200, 0.048, 0.030, 0.053, 0.020, -0.004, 0.033, 0.012, 0.051, 0.055, 0.034, 0.012, 0.032

2.
Below is C46H54F4N6O2V as an isolated structure, with properties calculated with wB97M-V/def2-TZVPD.

```
113
Properties=species:S:1:pos:R:3:forces:R:3
V 1.755293 -0.812351 0.512311 -0.41 -0.36 2.96
C 4.045722 -2.697400 0.920248 -0.07 0.04 0.03
N 3.671791 -1.321124 1.349231 -0.11 0.16 -0.12
C 4.710815 -0.358898 0.881175 -0.04 -0.11 -0.05
C 3.611435 -1.258579 2.841046 0.01 0.02 -0.10
C 2.275253 -1.747503 3.334657 -0.06 -0.01 -0.01
N 1.169587 -0.979367 2.716594 -0.05 0.16 -0.29
C -0.132699 -1.672750 3.002523 0.06 -0.01 -0.12
C -1.121409 -1.823668 1.870979 -0.01 0.12 0.37
C -2.479676 -1.777486 2.160572 0.00 0.06 -0.02
C -3.420161 -2.087020 1.188766 -0.06 -0.06 -0.04
C -2.954310 -2.494621 -0.064038 0.00 -0.06 0.01
C -1.608919 -2.578406 -0.406890 -0.18 -0.10 -0.29
C -0.733661 -2.193777 0.602865 0.97 0.36 -0.25
O 0.662982 -2.078444 0.331027 -0.81 -1.18 -0.47
C -1.168447 -3.066430 -1.799260 0.04 0.08 0.18
C -0.672634 -1.871984 -2.624632 0.01 0.01 -0.08
C -0.066518 -4.132903 -1.690084 -0.04 -0.04 -0.02
C -2.337783 -3.705450 -2.552157 -0.05 0.00 -0.06
C -4.925008 -2.038933 1.444033 0.03 0.00 -0.01
C -5.250108 -1.578250 2.863456 -0.01 -0.02 0.05
C -5.512097 -3.444626 1.241753 0.00 -0.02 -0.01
C -5.570921 -1.062864 0.449455 0.00 0.04 0.02
C 1.115894 0.398133 3.292817 -0.03 -0.02 -0.07
C 0.064737 1.235565 2.628784 0.01 -0.08 0.35
C -0.998389 1.768002 3.334095 0.00 0.04 0.00
C -1.951742 2.542101 2.678460 -0.08 0.01 0.04
C -1.778969 2.754815 1.316455 0.00 0.02 -0.06
C -0.729163 2.238988 0.551196 -0.16 0.16 -0.21
C 0.173753 1.477500 1.272729 0.63 -0.69 -0.50
O 1.269597 0.798258 0.662297 -0.27 1.39 -0.19
C -0.746089 2.529730 -0.960477 0.02 -0.08 0.13
C -1.952918 1.788127 -1.554472 -0.07 0.01 0.00
C -0.898844 4.040403 -1.184517 0.02 0.06 0.00
C 0.506569 2.082884 -1.721196 0.03 0.04 0.00
C -3.166772 3.141599 3.385263 0.03 -0.02 -0.04
C -4.443071 2.610184 2.716989 -0.02 0.01 -0.01
C -3.202273 2.773890 4.867584 0.00 -0.01 0.04
C -3.121977 4.670439 3.256251 0.02 0.04 0.03
H 5.031308 -2.950603 1.314235 0.02 0.01 0.01
H 4.072765 -2.750036 -0.165393 -0.01 0.00 -0.01
H 3.317284 -3.416871 1.288309 0.00 -0.01 0.00
H 5.587689 -0.421541 1.526641 0.03 -0.02 -0.01
H 4.320289 0.658121 0.905574 0.00 0.02 0.05
H 5.009154 -0.607017 -0.134333 -0.05 0.03 -0.02
H 3.796754 -0.229200 3.141068 -0.01 0.02 -0.01
H 4.414680 -1.867343 3.261421 0.04 0.01 -0.01
H 2.234526 -1.681462 4.425751 -0.03 -0.01 0.02
H 2.140438 -2.795676 3.067547 0.00 -0.01 0.00
H -0.623079 -1.153764 3.826388 -0.02 -0.02 0.02
H 0.106658 -2.674837 3.360501 0.03 -0.02 0.00
H -2.788104 -1.499534 3.161017 0.01 0.00 -0.04
H -3.683539 -2.774501 -0.810228 0.01 0.02 0.05
H 0.163421 -1.363121 -2.143740 0.00 0.00 0.03
H -1.469644 -1.141095 -2.772059 0.00 -0.02 0.00
H -0.340681 -2.211335 -3.609629 0.00 0.00 0.04
H 0.859617 -3.748043 -1.269804 0.04 0.05 0.03
H 0.160998 -4.518678 -2.685504 -0.01 0.01 0.02
H -0.396908 -4.972337 -1.075027 -0.01 0.02 -0.01
H -3.117970 -2.982914 -2.797932 0.02 -0.01 0.01
H -2.785486 -4.523386 -1.985002 0.02 0.00 -0.02
H -1.970312 -4.115246 -3.493518 0.00 0.01 0.01
H -4.877844 -2.277977 3.615602 0.01 0.01 -0.02
H -6.332141 -1.518663 2.983319 0.01 0.00 0.00
H -4.842300 -0.587813 3.075425 0.00 -0.01 0.00
H -4.992191 -4.180779 1.858112 -0.02 0.02 0.00
H -5.448315 -3.765131 0.200508 0.01 -0.01 0.02
H -6.565653 -3.451290 1.525782 0.01 0.01 -0.03
H -5.164388 -0.055230 0.569819 0.00 -0.02 0.00
H -6.647535 -1.015722 0.621142 0.01 -0.01 0.00
H -5.414499 -1.372143 -0.585146 0.00 0.01 0.02
H 2.091823 0.865230 3.160947 0.03 0.01 0.00
H 0.919675 0.327846 4.365585 0.01 -0.01 0.02
H -1.073196 1.573947 4.396617 0.00 0.01 -0.02
H -2.518211 3.353288 0.800404 0.01 -0.04 0.04
H -2.892149 2.147200 -1.130667 0.02 -0.01 -0.02
H -1.884729 0.715230 -1.355212 0.00 0.00 0.00
H -1.993326 1.938107 -2.635909 0.01 0.00 0.02
H -1.807180 4.442385 -0.738049 0.02 0.00 -0.03
H -0.944849 4.245856 -2.255335 0.00 0.00 0.02
H -0.049350 4.586391 -0.768888 -0.01 -0.01 -0.01
H 0.568755 0.997615 -1.800105 0.01 -0.06 0.04
H 1.424431 2.466330 -1.273300 0.00 0.00 0.01
H 0.444339 2.475616 -2.738500 -0.01 -0.02 0.02
H -4.465717 1.518691 2.729253 0.00 0.01 0.01
H -4.526292 2.938806 1.679225 0.00 -0.01 0.02
H -5.322843 2.973964 3.250227 0.02 0.01 -0.01
H -3.276903 1.693480 5.018951 0.01 0.02 -0.01
H -4.078356 3.228769 5.330300 0.01 -0.01 0.00
H -2.324243 3.143574 5.402322 -0.02 -0.01 -0.02
H -3.166204 4.991974 2.214350 0.01 -0.01 0.02
H -2.210165 5.076265 3.699059 -0.02 -0.01 0.00
H -3.974480 5.110893 3.775690 0.00 -0.01 -0.02
F 4.007016 1.474511 -2.299963 0.01 -0.03 0.00
C 4.548917 1.305075 -3.509869 -0.07 -0.20 0.04
C 5.385623 2.235783 -3.989080 0.11 0.02 -0.21
F 5.647563 3.291469 -3.254192 0.01 0.04 0.00
C 6.024791 2.095360 -5.291493 -0.23 -0.23 0.10
C 5.629571 0.910871 -6.042963 0.06 0.20 0.06
C 4.783372 -0.008586 -5.549841 -0.14 -0.05 0.14
F 4.481626 -1.064204 -6.284458 -0.04 -0.02 0.05
C 4.214731 0.103233 -4.229198 0.23 0.22 -0.11
C 3.428491 -0.884239 -3.695256 -0.57 -0.68 0.33
C 2.923939 -0.867131 -2.361963 0.42 0.56 -0.53
N 2.528721 -0.864295 -1.283426 0.37 -0.09 -1.22
C 3.011853 -2.083275 -4.373590 0.08 0.08 0.06
N 2.620345 -3.074546 -4.802504 -0.02 0.03 0.02
F 6.120391 0.728007 -7.243392 0.06 0.05 -0.03
C 6.941909 2.979935 -5.754114 0.29 0.27 -0.14
C 7.348583 4.146310 -5.017622 0.00 -0.18 -0.15
N 7.721603 5.080479 -4.464487 0.00 0.04 0.00
C 7.625089 2.824370 -7.008692 -0.08 0.11 0.19
N 8.221210 2.756816 -7.987578 0.01 0.00 -0.03
```
Forces are in eV/Å.

E = -3607.1807 a.u.
Charge = +2
HOMO (alpha / beta) = -0.50263 / -0.50310 Ha
Spin multiplicity = 2
Frontier orbital gap (alpha / beta) = 5.53 / 5.54 eV
<S²> = 0.784

Atom charges from the Löwdin analysis, given in e for atoms 1 to 99: 1.028, -0.032, -0.322, -0.041, -0.148, -0.144, -0.178, -0.060, -0.123, 0.046, -0.128, 0.048, -0.071, -0.159, -0.178, -0.516, -0.028, -0.030, -0.049, -0.550, -0.055, -0.031, -0.030, -0.091, -0.145, 0.046, -0.126, 0.040, -0.062, -0.149, -0.180, -0.519, -0.022, -0.031, -0.054, -0.550, -0.030, -0.056, -0.030, 0.115, 0.089, 0.101, 0.113, 0.102, 0.087, 0.125, 0.147, 0.152, 0.128, 0.134, 0.142, 0.119, 0.103, 0.041, 0.086, 0.094, 0.060, 0.092, 0.101, 0.090, 0.101, 0.097, 0.094, 0.097, 0.061, 0.096, 0.083, 0.095, 0.082, 0.096, 0.082, 0.129, 0.145, 0.118, 0.109, 0.089, 0.074, 0.099, 0.081, 0.095, 0.100, 0.052, 0.087, 0.096, 0.064, 0.084, 0.098, 0.087, 0.095, 0.092, 0.082, 0.096, 0.096, 0.121, -0.127, -0.121, 0.174, 0.001, -0.118